[1]
C41H46I2N5O2PRuS2Si as an isolated structure. Source: OMol25; level of theory: the ωB97M-V functional and the def2-TZVPD basis.

Geometry (Å):
Ru  0.18411  0.40186  0.97483
C  2.17816  0.83378  3.97836
N  0.74707  0.77766  3.79974
C  0.00190  1.97050  4.14516
C  -0.04824  2.90992  2.98234
N  0.15136  2.56012  1.73445
C  0.03075  3.72516  0.97975
C  0.17380  3.92870  -0.38741
C  -0.03829  5.20733  -0.86136
C  -0.37901  6.26315  -0.00134
C  -0.50016  6.07545  1.36222
C  -0.28062  4.78617  1.83166
N  -0.30836  4.23108  3.10227
C  2.90213  0.58202  2.69017
N  2.35808  0.50078  1.49824
C  3.42215  0.44023  0.59064
C  3.42025  0.44905  -0.79543
C  4.64637  0.43479  -1.43018
C  5.84703  0.40060  -0.70950
C  5.86045  0.40642  0.67352
C  4.62347  0.44261  1.29925
N  4.25059  0.52178  2.63564
H  2.52284  0.12715  4.73904
H  2.48435  1.82927  4.31891
H  0.33854  -0.05090  4.21052
H  0.41108  2.49114  5.02000
H  -1.02031  1.68014  4.39056
H  0.44253  3.11735  -1.05122
H  0.06384  5.40237  -1.92102
H  -0.54113  7.24957  -0.41419
H  -0.75266  6.89186  2.02546
H  -0.50487  4.71585  3.96140
H  2.49999  0.49140  -1.35992
H  4.67802  0.45344  -2.51172
H  6.78626  0.38462  -1.24571
H  6.78613  0.40228  1.23305
H  4.87017  0.59302  3.42499
I  -3.52317  3.49046  0.73482
C  -4.82272  1.93305  0.87566
I  -2.10373  -0.15894  2.38828
H  -4.59661  1.02986  0.33342
H  -5.63615  2.00052  1.57754
C  0.35479  -3.52721  5.52570
C  1.37462  -2.81269  4.91149
C  1.24658  -2.42131  3.58515
C  0.09605  -2.72962  2.85689
C  -0.90804  -3.47016  3.48287
C  -0.78429  -3.86252  4.80607
Si  -0.16219  -2.16682  1.09614
C  -1.50801  -3.11088  0.19391
C  -1.04686  -4.12422  -0.66104
C  -1.93174  -4.96578  -1.32089
C  -3.29793  -4.82067  -1.14024
C  -3.77203  -3.83282  -0.29032
C  -2.88895  -2.99190  0.37048
C  1.40688  -2.29717  0.07566
C  1.28950  -2.11555  -1.30690
C  2.35120  -2.37119  -2.15864
C  3.56289  -2.80146  -1.63832
C  3.70260  -2.98279  -0.26825
C  2.63547  -2.73566  0.58179
H  0.45618  -3.83560  6.55789
H  2.27746  -2.57856  5.46353
H  2.05150  -1.86929  3.11527
H  -1.80256  -3.73032  2.92845
H  -1.57518  -4.43085  5.27724
H  0.01375  -4.27276  -0.81214
H  -1.54539  -5.73894  -1.97233
H  -3.98876  -5.47658  -1.65390
H  -4.83659  -3.71213  -0.13654
H  -3.29175  -2.22848  1.01841
H  0.34559  -1.81158  -1.72959
H  2.22948  -2.22228  -3.22446
H  4.39988  -2.99379  -2.29704
H  4.64145  -3.33532  0.13926
H  2.75580  -2.93642  1.63933
C  -1.75789  -1.11836  -5.58256
C  -1.44859  -1.56892  -4.17141
C  -2.66428  -1.65885  -3.27417
O  -0.40162  -0.70342  -3.60980
P  -0.49393  0.71403  -2.94514
S  1.13101  1.73595  -3.15432
S  -1.13237  0.42367  -0.93744
O  -1.79301  1.33147  -3.60088
C  -2.28053  2.65654  -3.20857
C  -3.77596  2.52560  -3.03298
C  -1.87541  3.64133  -4.28188
H  -2.41355  -1.84806  -6.05865
H  -0.84366  -1.03851  -6.16944
H  -2.26002  -0.15195  -5.57410
H  -0.94665  -2.53791  -4.19096
H  -3.19680  -0.70909  -3.23093
H  -2.38722  -1.96452  -2.26527
H  -3.33700  -2.41379  -3.68297
H  -1.81554  2.92360  -2.25393
H  -4.23837  2.21778  -3.97238
H  -4.19976  3.48240  -2.72934
H  -4.00651  1.78646  -2.26575
H  -2.31776  3.35887  -5.23829
H  -0.79175  3.66759  -4.38871
H  -2.22962  4.63875  -4.01796

LUMO energy (spin up / spin down) in eV: -2.922 / -3.906
Total charge: +1
Spin multiplicity: 6
Energy relative to the best compared isomer or geometry (same formula, charge and spin) in eV: 0.552
Expectation value of S²: 8.7846
Molar mass in g/mol: 1118.92
HOMO level (spin up / spin down) in Eh: -0.3620 / -0.3895

[2]
C41H46N4OPdSb2 as an isolated structure. Source: OMol25; level of theory: the ωB97M-V functional and the def2-TZVPD basis.

Geometry (Å):
Pd  -1.35456  -0.31946  -0.03653
C  -4.57117  -1.06550  -1.03532
C  -4.23995  -1.34976  0.42644
C  -3.15905  -0.44552  0.99724
Sb  -0.06487  0.27038  2.25259
C  1.92559  -0.37891  2.41693
C  2.91868  0.16127  1.59706
C  4.21589  -0.32316  1.69976
C  4.51412  -1.32856  2.61474
C  3.52060  -1.84900  3.43739
C  2.21899  -1.37479  3.34800
C  -0.79223  -0.35923  4.13264
C  -0.20350  0.27504  5.23281
C  -0.58219  -0.07421  6.52160
C  -1.55428  -1.04481  6.72069
C  -2.14671  -1.67174  5.63135
C  -1.77175  -1.33071  4.33620
Sb  -2.71200  -1.50811  -1.97370
C  -0.66097  -2.14725  0.54456
C  0.66729  -2.43002  0.21761
C  1.21997  -3.66071  0.56004
C  0.45630  -4.61161  1.22511
C  -0.86795  -4.33178  1.53197
C  -1.42764  -3.10468  1.19337
C  -2.71110  -3.59785  -1.91335
C  -3.92492  -4.29236  -1.89370
C  -3.91796  -5.67506  -1.78380
C  -2.70814  -6.35987  -1.71453
C  -1.50034  -5.66853  -1.76319
C  -1.49724  -4.28785  -1.87379
H  -4.80701  -0.01276  -1.19863
H  -5.38403  -1.66845  -1.43022
H  -4.00031  -2.40350  0.55821
H  -5.13993  -1.16368  1.02996
H  -2.92936  -0.67016  2.02698
H  -3.43809  0.59135  0.90024
H  2.72476  0.97743  0.91185
H  4.99225  0.10323  1.07403
H  5.52967  -1.69663  2.69972
H  3.75740  -2.62301  4.15799
H  1.45163  -1.78968  3.98839
H  0.55816  1.03617  5.09154
H  -0.11682  0.41392  7.36922
H  -1.84875  -1.31567  7.72884
H  -2.90314  -2.43132  5.78804
H  -2.21620  -1.85636  3.50851
H  1.28887  -1.70407  -0.27691
H  2.25686  -3.86255  0.31425
H  0.89057  -5.56465  1.50308
H  -1.47988  -5.07186  2.03709
H  -2.46818  -2.93354  1.41699
H  -4.87165  -3.77285  -1.96570
H  -4.85620  -6.21703  -1.76014
H  -2.70740  -7.43980  -1.63310
H  -0.55926  -6.20682  -1.71694
H  -0.55143  -3.75887  -1.90856
C  2.78946  5.03098  -4.32315
C  2.05944  4.78982  -3.01030
N  2.92991  4.40083  -1.89448
C  3.87770  5.39971  -1.36530
C  5.29976  5.19109  -1.86239
C  2.84164  3.22479  -1.23976
O  3.42883  2.96650  -0.19481
C  2.02454  2.09966  -1.83304
C  2.37951  1.47035  -3.01746
C  1.74480  0.28733  -3.36286
C  0.79225  -0.22721  -2.50682
N  0.43477  0.37691  -1.36433
C  1.04445  1.51851  -1.04928
H  2.07668  5.33652  -5.09241
H  3.30288  4.13082  -4.66824
H  3.52885  5.82823  -4.22640
H  1.30535  4.01732  -3.13620
H  1.53465  5.70027  -2.71490
H  3.86231  5.32217  -0.28314
H  3.49684  6.38320  -1.64050
H  5.64907  4.19188  -1.59350
H  5.96686  5.91685  -1.39177
H  5.37922  5.31108  -2.94407
H  3.15428  1.89305  -3.65037
H  1.99894  -0.24320  -4.27183
H  0.32302  -1.17519  -2.72145
H  0.74616  2.00195  -0.12882
C  -2.24223  1.87220  -3.09874
C  -2.16867  2.44397  -1.72496
N  -2.02432  1.79718  -0.58206
C  -2.04674  2.76371  0.42028
C  -2.20273  3.99136  -0.12584
N  -2.27530  3.76812  -1.48245
H  -3.06288  1.16087  -3.17655
H  -1.31421  1.36674  -3.36586
H  -2.42571  2.65512  -3.83374
H  -1.97987  2.51489  1.46221
H  -2.27461  4.97331  0.31639
H  -2.41640  4.47382  -2.18607

LUMO energy (spin up / spin down) in eV: -6.029 / -8.318
Total charge: +2
Spin multiplicity: 3
Expectation value of S²: 2.0119
Molar mass in g/mol: 960.79
HOMO level (spin up / spin down) in Eh: -0.4458 / -0.4986